Run i
Density functional theory data (the ωB97M-V functional and the def2-TZVPD basis) for 2 unconnected molecules or ions with the total composition C4H9O3.

Each line ends with the Löwdin charge.
Geometry (Å):
1 C 0.045 1.906 -0.379  -0.381
2 C -1.205 1.245 -0.919  -0.096
3 O 0.142 1.841 1.007  -0.111
4 H 0.962 1.457 -0.816  0.108
5 H 0.235 2.912 -0.790  0.097
6 H -1.481 0.428 -0.274  0.057
7 H 0.554 0.964 1.231  0.027
8 H -1.147 0.935 -1.965  0.064
9 H -2.030 1.970 -0.907  0.060
10 C 0.019 -2.272 0.330  -0.050
11 C 1.295 -1.563 0.861  -0.756
12 O 1.070 -0.564 1.612  -0.108
13 O 2.372 -2.075 0.548  -0.063
14 H -0.853 -1.892 0.839  0.045
15 H 0.183 -3.347 0.328  0.053
16 H -0.160 -1.946 -0.706  0.056

Net charge: -1
Orbital gap: 8.5 eV
Molar mass: 105.11 g/mol
HOMO energy: -4.51 eV
Lowest unoccupied orbital energy: 3.98 eV

---

Run ii
Density functional theory data (the ωB97M-V functional and the def2-TZVPD basis) for 2 unconnected molecules or ions with the total composition C4H9O3.

Each line ends with the Löwdin charge.
Geometry (Å):
1 C -1.047 0.808 -1.203  -0.289
2 C -1.805 2.129 -1.046  -0.087
3 O 0.380 1.061 -1.243  -0.128
4 H -1.202 0.054 -0.432  0.062
5 H -1.139 0.375 -2.202  0.103
6 H -2.354 2.406 -1.924  0.044
7 H 0.667 1.174 -0.327  0.049
8 H -1.072 2.867 -0.731  0.065
9 H -2.506 2.068 -0.208  0.062
10 C 1.648 -1.967 0.443  -0.046
11 C 0.527 -1.028 1.005  -0.779
12 O 0.927 -0.023 1.628  -0.096
13 O -0.648 -1.320 0.674  -0.112
14 H 2.290 -1.240 -0.048  0.056
15 H 1.171 -2.611 -0.302  0.048
16 H 2.055 -2.744 1.091  0.047

Net charge: -1
Orbital gap: 8.4 eV
Molar mass: 105.11 g/mol
HOMO energy: -4.28 eV
Lowest unoccupied orbital energy: 4.12 eV

---

Run iii
Density functional theory data (the ωB97M-V functional and the def2-TZVPD basis) for 2 unconnected molecules or ions with the total composition C4H9O3.

Each line ends with the Löwdin charge.
Geometry (Å):
1 O 0.186 -0.720 2.544  -0.119
2 C 0.838 -0.688 1.450  -0.734
3 O 1.830 -1.360 1.155  -0.045
4 C 0.388 0.357 0.430  -0.166
5 C 0.640 -0.042 -1.030  -0.260
6 C 0.228 1.064 -2.015  -0.126
7 H 0.921 1.296 0.643  0.114
8 H -0.679 0.562 0.568  0.091
9 H 0.090 -0.954 -1.249  0.104
10 H 1.707 -0.238 -1.034  0.092
11 H 1.085 1.423 -2.588  0.053
12 H -0.455 0.678 -2.765  0.051
13 H -0.214 1.918 -1.493  0.060
14 H -1.507 -1.276 2.195  0.003
15 H -2.679 -0.579 1.448  -0.001
16 O -2.379 -1.440 1.741  -0.115

Net charge: -1
Orbital gap: 8.3 eV
Molar mass: 105.11 g/mol
HOMO energy: -4.41 eV
Lowest unoccupied orbital energy: 3.85 eV

---

Stability, highest: run iii

---

Run i
Density functional theory data (the ωB97M-V functional and the def2-TZVPD basis) for 2 unconnected molecules or ions with the total composition C3H10N2.

Each line ends with the Löwdin charge.
Geometry (Å):
1 C 1.518 1.945 4.103  -0.169
2 C 0.278 2.687 3.555  -0.173
3 H 1.364 0.871 4.039  0.057
4 H 1.617 2.223 5.154  0.061
5 H 2.419 2.253 3.583  0.054
6 H -0.533 2.417 4.232  0.056
7 H 0.394 3.771 3.577  0.062
8 H -0.029 2.311 2.581  0.052
9 N -0.749 -1.685 -3.797  0.149
10 C -1.038 -3.002 -4.186  -0.166
11 N -1.498 -3.298 -5.294  0.401
12 H 0.224 -1.483 -4.043  0.138
13 H -1.345 -1.046 -4.326  0.122
14 H -0.878 -3.783 -3.427  0.184
15 H -1.743 -4.179 -5.752  0.172

Multiplicity: 2
Net charge: +1
Orbital gap (spin up / spin down): 7.8 / 3.6 eV
Molar mass: 74.13 g/mol
HOMO energy (spin up / spin down): -13.26 / -13.26 eV
Lowest unoccupied orbital energy (spin up / spin down): -5.45 / -9.65 eV

---

Run ii
Density functional theory data (the ωB97M-V functional and the def2-TZVPD basis) for a gas-phase ion, C3H10N2 (charge +1).

Each line ends with the Löwdin charge.
Geometry (Å):
1 C -0.521 -0.874 0.125  -0.242
2 C -0.154 0.288 -0.827  -0.169
3 C 1.181 0.804 -0.387  -0.213
4 N 1.148 0.880 1.098  0.121
5 N -1.760 -1.527 -0.202  0.156
6 H -0.615 -0.412 1.147  0.166
7 H 0.303 -1.582 0.100  0.141
8 H -0.943 0.957 -1.162  0.129
9 H 0.025 -0.278 -1.754  0.131
10 H 2.034 0.165 -0.627  0.134
11 H 1.430 1.758 -0.863  0.143
12 H 0.447 1.575 1.349  0.114
13 H 2.022 1.213 1.508  0.126
14 H -2.043 -2.088 0.618  0.135
15 H -2.555 -0.878 -0.122  0.129

Multiplicity: 2
Net charge: +1
Orbital gap (spin up / spin down): 12.6 / 5.4 eV
Molar mass: 74.13 g/mol
HOMO energy (spin up / spin down): -15.65 / -14.20 eV
Lowest unoccupied orbital energy (spin up / spin down): -3.03 / -8.83 eV

---

Run iii
Density functional theory data (the ωB97M-V functional and the def2-TZVPD basis) for 2 unconnected molecules or ions with the total composition C3H10N2.

Each line ends with the Löwdin charge.
Geometry (Å):
1 N 1.068 -1.018 0.550  0.095
2 C -0.225 -1.211 0.074  -0.229
3 C -0.593 -0.221 -1.007  -0.126
4 C -0.654 1.088 -0.258  -0.279
5 N 0.614 1.449 0.353  0.127
6 H 1.102 0.031 0.554  0.011
7 H 1.330 -1.217 1.561  0.174
8 H -0.402 -2.280 -0.175  0.173
9 H -0.852 -0.850 0.950  0.058
10 H -1.527 -0.489 -1.370  0.109
11 H 0.043 -0.248 -1.909  0.164
12 H -0.990 1.890 -0.923  0.130
13 H -1.431 0.902 0.531  0.122
14 H -1.118 -0.880 1.964  0.347
15 H 0.910 2.188 -0.357  0.125

Multiplicity: 2
Net charge: +1
Orbital gap (spin up / spin down): 7.3 / 7.5 eV
Molar mass: 74.13 g/mol
HOMO energy (spin up / spin down): -15.02 / -15.11 eV
Lowest unoccupied orbital energy (spin up / spin down): -7.67 / -7.62 eV

---

Stability, highest: run ii

---

Run i
Density functional theory data (the ωB97M-V functional and the def2-TZVPD basis) for a molecular structure, C10H15BrO.

Each line ends with the Löwdin charge.
Geometry (Å):
1 C 1.238 0.471 -0.876  -0.058
2 C 0.067 0.343 -1.466  -0.083
3 C 3.206 -1.237 1.978  -0.103
4 C 2.316 -1.188 1.031  -0.639
5 C -0.028 0.004 1.289  -0.153
6 C -1.241 0.664 0.600  -0.145
7 C 1.241 0.399 0.603  -0.421
8 C -1.251 0.171 -0.915  -0.562
9 C -1.959 -1.155 -0.853  -0.060
10 C -2.289 1.143 -1.636  -0.068
11 O 1.845 1.421 1.332  0.044
12 Br 1.939 -2.682 -0.111  0.663
13 H 2.295 0.658 -1.395  0.171
14 H 0.109 0.417 -2.567  0.130
15 H 3.875 -2.109 2.287  0.086
16 H 3.426 -0.315 2.511  0.053
17 H -0.058 0.426 2.440  0.179
18 H -0.088 -1.142 1.410  0.116
19 H -2.118 0.442 1.099  0.078
20 H -1.195 1.801 0.823  0.152
21 H -1.906 -1.526 -1.975  0.119
22 H -3.100 -0.979 -0.836  0.112
23 H -1.416 -1.927 -0.334  0.061
24 H -1.913 2.261 -1.535  0.113
25 H -3.258 1.059 -1.121  0.067
26 H -2.382 0.954 -2.796  0.110
27 H 2.647 1.627 1.014  0.037

Orbital gap: 9.8 eV
Molar mass: 231.13 g/mol
HOMO energy: -9.12 eV
Lowest unoccupied orbital energy: 0.68 eV

---

Run ii
Density functional theory data (the ωB97M-V functional and the def2-TZVPD basis) for a single C10H15BrO molecule.

Each line ends with the Löwdin charge.
Geometry (Å):
1 C -0.339 -0.010 0.094  -0.192
2 C 0.576 -1.061 0.661  -0.553
3 C -0.420 1.154 0.745  -0.277
4 C -0.847 -0.420 -1.127  -0.207
5 C 1.885 -0.895 0.561  -0.663
6 C 0.338 1.544 1.899  -0.029
7 C -1.536 2.089 0.404  -0.035
8 C -0.439 0.200 -2.388  -0.027
9 C -1.382 -1.741 -1.214  -0.023
10 C 2.794 -1.667 1.362  -0.121
11 O -0.002 -2.007 1.267  -0.030
12 Br 2.630 0.400 -0.631  0.768
13 H 0.586 0.564 2.436  0.139
14 H 1.215 1.996 1.662  0.051
15 H -0.309 2.153 2.494  0.077
16 H -2.484 1.635 0.388  0.060
17 H -1.841 2.802 1.278  0.115
18 H -1.421 2.678 -0.535  0.099
19 H -0.268 1.226 -2.111  0.077
20 H -1.260 0.104 -3.136  0.116
21 H 0.454 -0.279 -2.720  0.083
22 H -0.995 -2.423 -2.060  0.136
23 H -2.417 -1.907 -1.196  0.086
24 H -1.043 -2.227 -0.247  0.101
25 H 3.369 -2.280 0.736  0.060
26 H 2.073 -2.209 1.916  0.067
27 H 3.526 -0.985 1.972  0.124

Orbital gap (spin up / spin down): 5.9 / 5.9 eV
Molar mass: 231.13 g/mol
HOMO energy (spin up / spin down): -7.26 / -7.29 eV
Lowest unoccupied orbital energy (spin up / spin down): -1.37 / -1.34 eV

---

Stability, highest: run i

---

Run i
Density functional theory data (the ωB97M-V functional and the def2-TZVPD basis) for 2 unconnected molecules or ions with the total composition C7H15N4.

Each line ends with the Löwdin charge.
Geometry (Å):
1 C -2.507 0.618 0.910  -0.029
2 C -1.374 -0.036 0.312  -0.254
3 C 0.849 -2.065 0.601  0.005
4 C 1.104 -0.637 -1.449  -0.017
5 C 2.428 -0.096 0.634  -0.031
6 C -0.032 0.096 0.666  0.122
7 C 1.101 -0.607 0.083  -0.577
8 N -3.580 0.226 0.275  0.110
9 N -1.877 -0.814 -0.680  0.169
10 N -3.143 -0.622 -0.642  0.002
11 N -0.201 2.760 -0.346  0.071
12 H -2.550 1.316 1.719  0.127
13 H -0.022 -2.497 0.119  0.087
14 H 0.720 -2.102 1.680  0.099
15 H 1.733 -2.642 0.341  0.107
16 H 0.161 -1.007 -1.838  0.070
17 H 1.905 -1.282 -1.797  0.100
18 H 1.276 0.367 -1.827  0.090
19 H 2.559 0.956 0.396  0.089
20 H 3.256 -0.647 0.198  0.099
21 H 2.480 -0.213 1.714  0.096
22 H 0.149 0.708 1.544  0.149
23 H -3.789 -1.089 -1.272  0.193
24 H 0.705 3.081 -0.664  0.039
25 H -0.488 3.349 0.425  0.040
26 H -0.863 2.880 -1.101  0.043

Net charge: +1
Orbital gap: 8.3 eV
Molar mass: 155.22 g/mol
HOMO energy: -14.09 eV
Lowest unoccupied orbital energy: -5.83 eV

---

Run ii
Density functional theory data (the ωB97M-V functional and the def2-TZVPD basis) for 2 unconnected molecules or ions with the total composition C7H15N4.

Each line ends with the Löwdin charge.
Geometry (Å):
1 C 1.894 1.367 0.160  0.031
2 C -1.780 0.626 0.122  -0.466
3 C 2.170 2.734 0.270  -0.009
4 C -1.716 0.819 1.630  -0.021
5 C -2.980 1.264 -0.579  -0.031
6 C 0.962 -1.923 -1.734  -0.105
7 C 1.034 -3.003 0.417  -0.020
8 N 1.545 0.263 0.247  0.133
9 N -0.863 0.166 -0.550  0.238
10 N 0.796 -0.734 0.283  -0.010
11 N 1.106 -1.817 -0.388  -0.271
12 H 2.060 3.074 1.268  0.089
13 H 1.448 3.272 -0.319  0.101
14 H 3.290 2.971 -0.079  0.173
15 H -0.739 0.571 1.939  0.037
16 H -2.423 0.193 2.218  0.110
17 H -1.815 1.877 1.819  0.084
18 H -3.905 0.963 0.031  0.110
19 H -3.032 0.768 -1.582  0.091
20 H -2.989 2.397 -0.467  0.109
21 H 0.705 -2.926 -2.148  0.105
22 H 0.264 -1.159 -2.216  0.104
23 H 2.000 -1.895 -2.255  0.120
24 H 0.907 -2.712 1.545  0.139
25 H 0.175 -3.598 0.022  0.107
26 H 1.887 -3.557 0.346  0.054

Net charge: +1
Orbital gap (spin up / spin down): 8.1 / 7.2 eV
Molar mass: 155.22 g/mol
HOMO energy (spin up / spin down): -12.12 / -12.17 eV
Lowest unoccupied orbital energy (spin up / spin down): -4.05 / -4.94 eV

---

Stability, highest: run i

---

Run i
Density functional theory data (the ωB97M-V functional and the def2-TZVPD basis) for 2 unconnected molecules or ions with the total composition CH3NOS.

Each line ends with the Löwdin charge.
Geometry (Å):
1 C 0.801 0.447 0.575  0.211
2 N -1.028 0.639 -0.218  -0.350
3 O -0.701 -1.891 0.236  -0.572
4 S -1.662 -0.764 0.063  0.678
5 H 1.144 1.458 0.424  0.016
6 H 0.966 -0.568 0.496  -0.044
7 H -2.578 -0.910 -1.210  0.061

Orbital gap (spin up / spin down): 8.6 / 8.2 eV
Molar mass: 77.11 g/mol
HOMO energy (spin up / spin down): -9.93 / -9.07 eV
Lowest unoccupied orbital energy (spin up / spin down): -1.34 / -0.83 eV

---

Run ii
Density functional theory data (the ωB97M-V functional and the def2-TZVPD basis) for a single CH3NOS molecule.

Each line ends with the Löwdin charge.
Geometry (Å):
1 N 1.333 0.295 0.090  -0.350
2 S -0.272 0.906 0.201  0.857
3 C -1.241 -0.588 0.077  -0.573
4 O -2.471 -0.547 -0.050  -0.082
5 H 1.565 0.589 -0.924  0.057
6 H 1.875 0.939 0.640  -0.001
7 H -0.788 -1.596 -0.033  0.093

Structure (SMILES): NSC=O
Orbital gap: 10.0 eV
Molar mass: 77.11 g/mol
HOMO energy: -9.71 eV
Lowest unoccupied orbital energy: 0.34 eV

---

Run iii
Density functional theory data (the ωB97M-V functional and the def2-TZVPD basis) for a single CH3NOS molecule.

Each line ends with the Löwdin charge.
Geometry (Å):
1 N 0.815 0.600 0.446  0.091
2 C -0.234 -0.068 -0.112  -0.969
3 O -0.212 -1.373 -0.432  -0.005
4 S -1.569 0.807 -0.534  0.608
5 H 1.621 0.065 0.783  0.122
6 H 0.624 1.510 0.759  0.068
7 H -1.045 -1.542 -0.909  0.086

Structure (SMILES): NC(O)=S
Orbital gap: 9.4 eV
Molar mass: 77.11 g/mol
HOMO energy: -8.70 eV
Lowest unoccupied orbital energy: 0.70 eV

---

Run iv
Density functional theory data (the ωB97M-V functional and the def2-TZVPD basis) for a single CH3NOS molecule.

Each line ends with the Löwdin charge.
Geometry (Å):
1 O 1.046 -0.131 -0.311  -0.040
2 N -0.227 -0.543 -0.009  -0.149
3 C -1.235 0.286 -0.312  -0.751
4 S -2.814 -0.041 -0.016  0.576
5 H 0.954 0.874 -0.404  0.129
6 H -0.449 -1.301 0.692  0.173
7 H -0.799 1.228 -0.612  0.063

Structure (SMILES): ONC=S
Orbital gap: 9.1 eV
Molar mass: 77.11 g/mol
HOMO energy: -8.83 eV
Lowest unoccupied orbital energy: 0.32 eV

---

Stability, highest: run iii

---

Run i
Density functional theory data (the ωB97M-V functional and the def2-TZVPD basis) for 2 unconnected molecules or ions with the total composition C4H5IN2.

Each line ends with the Löwdin charge.
Geometry (Å):
1 C 0.009 1.466 -1.167  -0.092
2 C 0.939 1.676 -0.207  -0.193
3 C -0.506 0.227 -0.739  -0.146
4 C -0.028 -1.467 1.142  -0.054
5 N 0.982 0.718 0.728  0.080
6 N 0.125 -0.282 0.324  -0.212
7 I -2.451 -1.471 -2.262  0.119
8 H -0.218 2.042 -2.063  0.104
9 H 1.429 2.596 0.021  0.104
10 H 0.940 -1.762 1.500  0.061
11 H -0.628 -1.432 2.193  0.131
12 H -0.592 -2.311 0.530  0.099

Orbital gap (spin up / spin down): 7.1 / 6.9 eV
Molar mass: 208.00 g/mol
HOMO energy (spin up / spin down): -9.56 / -9.52 eV
Lowest unoccupied orbital energy (spin up / spin down): -2.43 / -2.64 eV

---

Run ii
Density functional theory data (the ωB97M-V functional and the def2-TZVPD basis) for a single C4H5IN2 molecule.

Each line ends with the Löwdin charge.
Geometry (Å):
1 C -0.018 1.663 -0.019  -0.214
2 C 1.017 -0.398 0.526  -0.078
3 C -1.652 -0.011 0.045  -0.601
4 C 1.550 -1.660 0.051  -0.078
5 N 0.861 0.738 0.144  0.037
6 N -1.352 1.253 -0.101  -0.157
7 I -3.749 -0.359 -0.088  0.629
8 H 0.242 2.701 -0.073  0.106
9 H 1.078 -1.977 -0.882  0.085
10 H 2.615 -1.523 -0.137  0.090
11 H 1.422 -2.437 0.803  0.072
12 H -2.013 2.010 -0.270  0.111

Orbital gap: 7.8 eV
Molar mass: 208.00 g/mol
HOMO energy: -7.37 eV
Lowest unoccupied orbital energy: 0.39 eV

---

Stability, highest: run i